243
Properties=species:S:1:pos:R:3 method="wB97M-V/def2-TZVPD" orbital_gap_ev=7.184 largest_force_ev_per_a=2.8 charge=+4 lumo_energy_ev=-6.48 multiplicity=1
C -6.151 2.735 0.949
C -5.671 4.173 1.023
C -4.154 4.410 1.005
O -3.586 3.964 2.235
C -2.258 4.281 2.483
N -6.407 4.988 -0.033
H -7.397 4.832 0.091
H -6.293 5.984 0.093
H -6.012 4.952 -0.962
H -5.819 2.183 0.070
H -7.232 2.610 1.007
H -5.574 2.285 1.758
H -6.111 4.606 1.922
H -3.899 5.467 1.079
H -3.682 4.006 0.109
H -1.580 3.794 1.783
H -1.917 3.891 3.442
H -2.048 5.351 2.472
C 5.509 -2.636 -0.788
C 4.366 -1.669 -0.347
C 4.050 -1.865 1.138
C 3.195 -3.192 1.306
N 2.866 -3.527 2.815
C 2.229 -2.364 3.700
C 2.577 -2.810 5.081
C 4.053 -3.147 4.894
C 4.135 -3.929 3.573
C 1.830 -4.730 2.844
C 2.245 -5.929 1.984
C 1.282 -7.039 2.111
H 6.273 -2.682 -0.012
H 5.980 -2.179 -1.659
H 5.142 -3.648 -0.961
H 3.536 -1.848 -1.032
H 4.727 -0.644 -0.434
H 3.584 -0.962 1.533
H 4.970 -2.043 1.695
H 3.877 -3.960 0.943
H 2.256 -3.109 0.759
H 1.179 -2.304 3.417
H 2.631 -1.359 3.570
H 1.983 -3.644 5.452
H 2.414 -2.054 5.849
H 4.418 -3.649 5.791
H 4.620 -2.223 4.780
H 4.013 -4.995 3.761
H 4.999 -3.607 2.991
H 0.845 -4.324 2.614
H 1.870 -5.140 3.853
H 3.212 -6.304 2.321
H 2.496 -5.643 0.962
H 1.721 -7.939 1.680
H 0.318 -6.752 1.691
H 0.901 -7.318 3.094
C 0.437 -4.278 -5.364
C 0.915 -3.811 -6.696
C 2.324 -3.242 -6.643
C 2.453 -2.241 -7.851
N 3.813 -1.533 -8.037
C 3.776 -0.711 -9.329
C 5.197 -0.749 -9.894
C 5.967 -1.852 -9.199
C 4.968 -2.594 -8.243
C 4.034 -0.556 -6.798
C 5.120 0.504 -6.945
C 5.515 1.160 -5.682
H 0.404 -3.407 -4.710
H 1.085 -5.084 -5.021
H -0.600 -4.604 -5.437
H 0.112 -3.140 -7.000
H 0.876 -4.605 -7.442
H 3.100 -3.992 -6.795
H 2.601 -2.699 -5.740
H 1.653 -1.504 -7.792
H 2.309 -2.812 -8.769
H 3.307 0.257 -9.151
H 3.148 -1.320 -9.979
H 5.641 0.216 -9.648
H 5.188 -0.785 -10.984
H 6.797 -1.489 -8.592
H 6.457 -2.522 -9.905
H 5.435 -2.990 -7.342
H 4.454 -3.378 -8.799
H 4.197 -1.201 -5.934
H 3.069 -0.076 -6.635
H 4.740 1.295 -7.591
H 6.041 0.098 -7.363
H 5.960 0.579 -4.875
H 4.656 1.616 -5.190
H 6.246 1.935 -5.911
C 2.692 5.172 -3.969
C 1.227 5.103 -4.322
C 1.056 4.368 -5.617
C -0.488 4.152 -5.837
N -0.952 3.241 -6.988
C -0.634 3.858 -8.325
C -1.697 3.257 -9.260
C -2.982 3.467 -8.450
C -2.550 3.329 -6.945
C -0.364 1.807 -6.917
C -0.654 1.069 -5.526
C -0.474 -0.463 -5.687
H 2.664 5.685 -3.007
H 3.217 5.670 -4.784
H 3.020 4.136 -3.887
H 0.755 6.070 -4.497
H 0.771 4.518 -3.524
H 1.679 3.484 -5.755
H 1.371 5.054 -6.403
H -1.031 5.093 -5.914
H -0.775 3.579 -4.955
H 0.370 3.548 -8.613
H -0.710 4.941 -8.220
H -1.541 2.259 -9.672
H -1.605 3.858 -10.165
H -3.786 2.787 -8.731
H -3.274 4.494 -8.668
H -2.908 2.396 -6.510
H -2.904 4.194 -6.384
H 0.662 1.834 -7.285
H -0.924 1.171 -7.603
H -1.661 1.354 -5.222
H 0.010 1.546 -4.805
H 0.593 -0.637 -5.830
H -0.957 -0.868 -6.577
H -0.855 -0.965 -4.798
C -2.197 5.741 7.571
C -2.624 4.557 6.664
C -1.933 3.228 6.916
C -0.396 3.342 7.151
N 0.253 2.365 8.139
C -0.219 2.652 9.589
C 0.963 2.506 10.578
C 2.115 2.940 9.725
C 1.784 2.439 8.300
C -0.118 0.897 7.696
C 0.175 0.515 6.242
C -0.403 -0.872 5.806
H -2.884 6.578 7.451
H -1.196 6.024 7.246
H -2.132 5.543 8.641
H -2.491 4.897 5.637
H -3.700 4.413 6.759
H -2.289 2.594 6.104
H -2.469 2.849 7.786
H -0.041 4.312 7.502
H 0.241 3.153 6.287
H -1.136 2.111 9.822
H -0.451 3.716 9.531
H 1.189 1.505 10.945
H 0.912 3.211 11.408
H 3.103 2.574 10.005
H 2.202 4.027 9.717
H 2.230 1.457 8.142
H 2.126 3.036 7.454
H -1.195 0.896 7.867
H 0.316 0.157 8.368
H 1.242 0.513 6.018
H -0.124 1.299 5.547
H -0.096 -1.674 6.477
H -0.040 -1.171 4.822
H -1.493 -0.884 5.838
C -5.706 -1.726 4.498
C -5.423 -3.234 4.212
N -3.922 -3.494 3.921
C -3.375 -2.540 2.806
C -3.080 -3.408 5.247
C -1.617 -3.839 5.162
C -3.890 -4.932 3.287
C -4.464 -6.129 4.075
O -5.857 -6.118 4.092
C -6.338 -6.664 5.283
H -5.861 -1.198 3.556
H -5.024 -1.143 5.116
H -6.714 -1.697 4.912
H -5.979 -3.640 3.367
H -5.625 -3.886 5.062
H -2.338 -2.715 2.522
H -3.548 -1.493 3.056
H -4.008 -2.730 1.939
H -3.535 -3.917 6.096
H -3.118 -2.368 5.570
H -1.599 -4.923 5.054
H -1.131 -3.656 6.121
H -1.020 -3.265 4.454
H -2.847 -5.103 3.021
H -4.465 -4.833 2.366
H -3.996 -6.208 5.056
H -4.201 -7.058 3.568
H -6.022 -7.702 5.383
H -7.412 -6.616 5.467
H -5.887 -6.308 6.209
C -1.400 0.855 2.454
C -1.701 0.640 0.914
N -0.451 0.272 0.065
C 0.383 -0.850 0.746
C -1.033 -0.188 -1.297
C -1.789 0.889 -2.085
C 0.375 1.655 0.041
C 1.581 1.660 -0.855
O 1.271 1.274 -2.206
C 2.337 1.159 -3.057
H -2.347 1.280 2.784
H -0.600 1.542 2.730
H -1.216 -0.071 2.998
H -2.258 1.494 0.529
H -2.401 -0.188 0.801
H 1.218 -1.037 0.071
H -0.285 -1.709 0.684
H 0.752 -0.603 1.741
H -1.645 -1.083 -1.186
H -0.096 -0.430 -1.800
H -2.053 0.638 -3.112
H -1.229 1.803 -2.285
H -2.758 1.077 -1.621
H 0.657 1.760 1.089
H -0.323 2.485 -0.071
H 2.352 1.031 -0.411
H 2.027 2.653 -0.908
H 2.358 0.137 -3.435
H 3.278 1.247 -2.514
H 2.296 1.835 -3.910
C -2.189 4.523 -2.178
C -3.483 4.141 -2.913
O -3.351 3.382 -3.848
O -4.597 4.669 -2.538
H -2.469 5.081 -1.284
H -1.541 5.129 -2.810
H -1.759 3.618 -1.749
C -1.666 -4.302 -1.978
C -2.490 -4.039 -0.708
O -2.253 -4.704 0.342
O -3.303 -3.099 -0.744
H -1.146 -5.247 -1.824
H -1.073 -3.397 -2.114
H -2.396 -4.286 -2.788
C 4.525 1.490 3.520
C 2.966 1.722 3.839
O 2.716 2.501 4.776
O 2.136 1.029 3.145
H 4.741 0.424 3.578
H 5.289 2.001 4.106
H 4.547 1.841 2.488